ORCA calculation (wB97M-V/def2-TZVPD) on a 4-piece molecular cluster, C28H63N5O11PS overall in a non-equilibrium geometry.

Computed properties:
**Molar mass**: 708.877 g/mol
**HOMO**: -10.081 eV
**Net charge**: +1
**LUMO level**: -3.524 eV

Positions of all 109 atoms, in Å:
C 4.690 0.057 4.894
C 4.201 -1.015 3.725
C 3.052 -0.357 2.704
C 2.265 -1.575 1.884
N 2.137 0.488 3.561
C 1.296 -0.194 4.616
C 1.137 -1.755 5.084
C -0.039 -1.961 6.256
O 0.056 -1.478 7.503
N 0.478 0.841 5.406
C 0.956 2.089 4.673
N 0.477 3.290 5.098
C 0.756 4.668 4.577
N -0.069 4.866 3.289
P -0.672 3.204 6.507
C -1.961 4.612 6.439
O 0.361 3.518 7.906
N 1.945 1.889 3.565
S 2.783 2.919 2.454
H 4.481 1.177 4.621
H 5.854 -0.039 5.130
H 4.104 -0.261 5.875
H 3.871 -2.039 4.187
H 5.158 -1.173 3.029
H 3.660 0.227 1.893
H 2.232 -2.554 2.556
H 1.219 -1.255 1.467
H 2.961 -1.853 0.958
H 0.753 -2.404 4.162
H 2.144 -2.172 5.510
H -1.014 -2.612 6.029
H 0.407 5.552 5.300
H 1.914 4.883 4.388
H -0.470 3.958 2.965
H 0.525 5.310 2.548
H -2.657 4.608 5.498
H -1.356 5.628 6.580
H -2.656 4.490 7.401
H 1.162 4.010 7.555
H 3.623 3.734 3.281
C -4.642 -1.818 7.741
O -5.494 -1.713 6.612
C -6.512 -0.729 6.741
C -6.491 0.307 5.596
O -5.318 1.104 5.435
C -4.091 0.433 5.146
C -4.001 -0.368 3.835
O -4.943 -1.433 3.765
C -5.816 -1.376 2.645
H -4.961 -2.658 8.365
H -3.629 -2.019 7.387
H -4.609 -0.897 8.341
H -6.473 -0.212 7.702
H -7.471 -1.254 6.692
H -7.302 1.021 5.798
H -6.759 -0.150 4.646
H -3.792 -0.176 5.996
H -3.334 1.219 5.083
H -3.004 -0.825 3.775
H -4.101 0.315 2.971
H -5.922 -0.365 2.237
H -6.801 -1.718 2.960
H -5.451 -2.056 1.871
C -0.268 -1.536 -4.430
O 1.145 -1.405 -4.438
C 1.640 -0.399 -3.564
C 2.675 -0.940 -2.554
O 2.254 -1.953 -1.641
C 1.807 -3.196 -2.185
C 2.815 -4.029 -2.997
O 3.291 -3.354 -4.157
C 4.703 -3.204 -4.213
H -0.690 -1.003 -5.288
H -0.513 -2.595 -4.531
H -0.728 -1.174 -3.500
H 0.841 0.118 -3.027
H 2.146 0.344 -4.188
H 2.980 -0.092 -1.925
H 3.588 -1.252 -3.055
H 0.886 -3.047 -2.742
H 1.520 -3.807 -1.324
H 2.310 -4.939 -3.347
H 3.650 -4.347 -2.345
H 5.178 -3.251 -3.227
H 4.928 -2.233 -4.651
H 5.120 -3.976 -4.866
C 1.975 -0.624 -7.818
O 0.727 -0.101 -8.247
C 0.526 1.267 -7.917
C 0.206 2.139 -9.151
O 1.184 2.218 -10.187
C 1.542 1.010 -10.860
C 0.443 0.270 -11.642
O -0.637 -0.159 -10.820
C -1.910 0.333 -11.214
H 1.839 -1.177 -6.884
H 2.333 -1.319 -8.579
H 2.743 0.152 -7.686
H 1.373 1.696 -7.377
H -0.341 1.310 -7.251
H 0.082 3.169 -8.789
H -0.761 1.880 -9.576
H 2.048 0.338 -10.170
H 2.306 1.294 -11.588
H 0.881 -0.635 -12.084
H 0.087 0.903 -12.477
H -1.848 1.252 -11.807
H -2.488 0.548 -10.316
H -2.435 -0.442 -11.779

Löwdin atomic charge list, values in e, 99 entries: -0.1152, -0.1884, -0.2887, -0.0639, -0.0920, -0.0397, -0.0586, -0.1173, -0.0542, 0.1340, -0.2520, -0.2345, -0.2771, -0.0120, 0.9405, -0.2933, -0.3277, -0.3743, 0.8469, 0.0630, 0.0989, 0.0860, 0.0997, 0.1299, 0.1303, 0.0810, 0.1021, 0.0999, 0.1252, 0.1281, 0.1471, 0.1261, 0.1064, 0.0733, 0.0725, 0.0685, 0.0534, 0.0830, 0.0576, -0.0618, -0.1041, -0.1992, -0.1759, -0.1655, -0.1216, -0.1752, -0.1862, -0.1994, -0.1049, 0.0899, 0.0712, 0.0934, 0.1183, 0.1266, 0.1302, 0.0951, 0.0966, 0.1064, 0.1126, 0.1211, 0.0893, 0.0866, 0.0868, -0.0974, -0.2132, -0.1761, -0.1678, -0.1509, -0.1671, -0.1772, -0.1989, -0.1055, 0.0871, 0.0891, 0.0901, 0.1160, 0.1245, 0.1216, 0.0966, 0.0979, 0.1237, 0.1291, 0.1224, 0.0870, 0.0835, 0.0904, -0.1024, -0.1987, -0.1842, -0.1691, -0.1193, -0.1698, -0.1796, -0.2017, -0.1096, 0.0737, 0.0865, 0.0920, 0.1145


ORCA calculation (wB97M-V/def2-TZVPD) on one molecule with the formula C3H5NO2.

Computed properties:
**Molar mass**: 87.078 g/mol
**Energy relative to the best compared isomer or geometry (same formula, charge and spin)**: 2.684 eV
**HOMO**: -8.689 eV
**Net charge**: 0
**LUMO level**: 0.751 eV

Positions of all 11 atoms, in Å:
C -2.163 -0.060 0.003
C -0.907 0.732 0.213
O 0.097 -0.014 -0.237
C 1.401 0.536 -0.080
O 1.652 1.702 -0.122
N 2.260 -0.498 0.097
H -2.055 -1.069 -0.423
H -2.634 -0.109 0.994
H -2.847 0.541 -0.612
H 1.949 -1.449 0.001
H 3.248 -0.312 0.167

What are the Löwdin partial charges on each atom? They are as follows, in elementary charge units: -0.1174, -0.0335, -0.0291, -0.5809, 0.1179, 0.1870, 0.0715, 0.0761, 0.0791, 0.1094, 0.1198


ORCA calculation (wB97M-V/def2-TZVPD) on C26H28IrN2P2S4 as an isolated structure in a non-equilibrium geometry.

Computed properties:
**Molar mass**: 750.957 g/mol
**HOMO (alpha / beta)**: -13.919 / -13.916 eV
**Net charge**: +2
**LUMO level (alpha / beta)**: -8.713 / -8.683 eV
**2S+1**: 2
**<S²>**: 0.766

Positions of all 63 atoms, in Å:
Ir -1.524 -0.174 -1.098
S -2.735 -2.209 -0.247
S -4.663 -1.992 -0.410
S -5.201 0.061 -0.372
S -3.707 1.178 -0.927
C 1.524 0.248 0.613
C 0.549 -0.294 1.640
P -1.124 0.364 1.266
C -0.927 2.160 1.438
C -0.966 2.989 0.317
C -0.810 4.359 0.454
C -0.613 4.908 1.713
C -0.558 4.087 2.831
C -0.711 2.717 2.700
C -2.137 -0.193 2.649
C -3.124 0.639 3.182
C -3.845 0.228 4.290
C -3.606 -1.018 4.854
C -2.660 -1.868 4.296
C -1.935 -1.467 3.187
P 1.021 -0.283 -1.075
C 2.397 0.307 -2.096
C 2.934 -0.535 -3.071
C 4.097 -0.167 -3.727
C 4.708 1.045 -3.435
C 4.135 1.915 -2.515
C 2.971 1.557 -1.855
C 1.262 -2.094 -1.046
C 2.382 -2.649 -0.425
C 2.528 -4.025 -0.355
C 1.567 -4.861 -0.903
C 0.471 -4.321 -1.559
C 0.328 -2.944 -1.641
H 2.545 -0.086 0.799
H 1.519 1.340 0.644
H 0.822 0.004 2.654
H 0.517 -1.384 1.595
H -1.135 2.556 -0.660
H -0.854 5.008 -0.411
H -0.500 5.978 1.823
H -0.406 4.520 3.811
H -0.676 2.082 3.577
H -3.306 1.614 2.748
H -4.591 0.883 4.720
H -4.163 -1.333 5.727
H -2.482 -2.844 4.727
H -1.208 -2.141 2.752
H 2.459 -1.483 -3.289
H 4.530 -0.831 -4.463
H 5.628 1.319 -3.933
H 4.598 2.870 -2.310
H 2.527 2.247 -1.148
H 3.145 -2.005 -0.002
H 3.400 -4.446 0.128
H 1.679 -5.934 -0.831
H -0.267 -4.971 -2.011
H -0.478 -2.522 -2.222
N -0.548 -0.370 -3.970
N -1.136 0.709 -3.228
H -0.041 -0.032 -4.782
H -1.283 -0.987 -4.291
H -1.905 1.154 -3.725
H -0.416 1.413 -3.105

What are the Löwdin partial charges on each atom? They are as follows, in elementary charge units: 0.4253, 0.1589, 0.1670, 0.1397, 0.1311, -0.3671, -0.3502, 0.9003, -0.3772, -0.1367, -0.0554, -0.0426, -0.0418, -0.0760, -0.3765, -0.0900, -0.0476, -0.0398, -0.0486, -0.1010, 0.9802, -0.3603, -0.0846, -0.0479, -0.0425, -0.0539, -0.0888, -0.3913, -0.0785, -0.0482, -0.0482, -0.0595, -0.1584, 0.1000, 0.0764, 0.1124, 0.0801, 0.0412, 0.1157, 0.1207, 0.1210, 0.1187, 0.1119, 0.1195, 0.1207, 0.1196, 0.1003, 0.1091, 0.1189, 0.1202, 0.1180, 0.1022, 0.1128, 0.1187, 0.1190, 0.1162, 0.0444, -0.0325, -0.1639, 0.0991, 0.0911, 0.0992, 0.0792


- What is the formula in the second record?
  C3H5NO2